18
Properties=species:S:1:pos:R:3 method="wB97M-V/def2-TZVPD" lumo_ha="-0.0289 / -0.0290" de_lowest_ev=4.326 total_charge=0 homo_energy_ha="-0.3078 / -0.3078" orbital_gap_ev="7.589 / 7.587"
C -0.45112 0.58382 1.40051
C -0.56818 1.62490 -1.13448
C -1.14420 -0.71536 -0.71440
C -0.26464 0.38597 -0.14993
C 1.27189 0.09168 -0.36454
O 2.47714 -3.02557 1.31615
I 2.37650 1.90633 0.10278
I 2.13345 -1.69032 -0.29577
H -0.14796 -0.28909 1.94054
H -1.61045 0.79968 1.66369
H 0.12037 1.42338 1.91821
H 0.03839 1.58528 -2.15987
H -0.33010 2.56903 -0.59600
H -1.57820 1.57936 -1.45301
H -2.28404 -0.46700 -0.70840
H -0.77940 -0.92025 -1.72267
H -1.07238 -1.72981 -0.08455
H 1.81294 -3.71202 1.04174

18
Properties=species:S:1:pos:R:3 method="wB97M-V/def2-TZVPD" lumo_ha="-0.1064 / -0.2795" total_charge=+1 homo_energy_ha="-0.3737 / -0.5253" spin_multiplicity=3 orbital_gap_ev="7.273 / 6.689"
C 0.73962 2.28842 -0.25459
C 0.28193 -0.53630 1.84819
C 0.30552 -1.85586 -0.63451
C 1.18621 0.99808 -0.67802
C -1.67508 0.50902 -0.24780
N 0.25942 3.29814 0.07197
P 0.03091 -0.22921 0.00436
I -2.16759 0.04248 -2.38385
H 0.47212 0.41398 2.41250
H 1.04242 -1.30957 1.82664
H -0.65992 -0.90307 2.20764
H 0.13049 -1.83608 -1.65694
H -0.37215 -2.58341 -0.10062
H 1.30688 -1.94732 -0.41260
H 2.19234 0.99142 -0.30517
H 1.21871 1.13914 -1.72429
H -2.57926 -0.01144 0.24424
H -1.71258 1.53156 -0.21715

16
Properties=species:S:1:pos:R:3 method="wB97M-V/def2-TZVPD" lumo_ha=-0.1309 de_lowest_ev=3.181 total_charge=+1 homo_energy_ha=-0.5103 orbital_gap_ev=10.324
C 2.44306 1.11192 -0.23029
C 1.19365 0.57476 -0.58232
C -0.30207 -0.07624 0.05649
N -1.18934 -0.37621 -1.16906
C -1.09977 0.22985 1.23770
C -0.47631 -1.11264 1.16187
H 2.78160 1.24712 0.85820
H 3.19185 1.28109 -1.03895
H 1.12938 0.23616 -1.58936
H -0.92120 -1.16399 -1.72881
H -1.00519 0.40841 -1.80444
H -2.17443 -0.38574 -1.01805
H -2.05716 0.42142 0.98147
H -0.59737 0.96710 1.85700
H 0.24700 -1.39609 1.97153
H -1.16372 -1.96691 1.03704

16
Properties=species:S:1:pos:R:3 method="wB97M-V/def2-TZVPD" lumo_ha=-0.2333 de_lowest_ev=5.888 total_charge=+1 homo_energy_ha=-0.4747 orbital_gap_ev=6.568
C -0.49711 -0.11543 -1.18340
C -0.61617 0.80670 -0.13505
C -1.78750 0.90405 0.61068
C -1.74924 1.78815 1.64642
H -1.09458 -1.02204 -1.12815
H -0.07402 0.15989 -2.14620
H 0.23812 1.42530 0.12256
H -2.70367 0.37444 0.37376
H -2.61045 1.71941 2.29358
H -0.95403 2.48486 1.86140
C 1.93513 -1.69345 -0.75862
N 2.42749 -0.75839 0.08011
H 2.46356 -1.76112 -1.70987
H 1.53309 -2.64668 -0.41194
H 2.29947 -1.00236 1.06921
H 1.18991 -0.66334 -0.58450

16
Properties=species:S:1:pos:R:3 method="wB97M-V/def2-TZVPD" lumo_ha=-0.2109 de_lowest_ev=2.315 total_charge=+1 homo_energy_ha=-0.5591 orbital_gap_ev=9.476
C 2.31850 0.73007 -0.55931
C 1.48586 0.61321 0.70957
N 0.38742 0.08135 0.92348
C -0.79282 -0.47271 0.13584
C -1.31459 -1.81009 0.29328
C -1.56028 0.66904 -0.35566
H 3.23010 1.36617 -0.33899
H 1.58929 1.26254 -1.20331
H 2.65457 -0.16061 -1.03103
H 1.82316 1.20692 1.64007
H -1.15279 -2.49743 -0.45988
H -0.78642 -2.32544 1.12650
H -2.34905 -1.66196 0.65322
H -2.41485 1.00521 0.22832
H -0.96590 1.59191 -0.51711
H -2.15219 0.40181 -1.24498

16
Properties=species:S:1:pos:R:3 method="wB97M-V/def2-TZVPD" lumo_ha=-0.1759 de_lowest_ev=6.265 total_charge=+1 homo_energy_ha=-0.4509 orbital_gap_ev=7.485
C -3.76531 0.15659 0.03241
C -3.19815 -1.05140 -0.11562
C -2.41393 0.12128 -0.37739
C 1.46719 0.36339 -0.26754
C 2.70253 -0.37453 1.74905
N 2.49653 0.05802 0.40536
H -4.56671 0.78473 0.33817
H -3.45171 -2.11998 -0.11811
H -1.97650 1.09754 -3.22694
H -1.22356 1.38761 -3.43986
H 0.38081 0.38363 0.15058
H 1.62182 0.81468 -1.25909
H 3.31002 0.36918 2.19343
H 1.84988 -0.84188 2.15758
H 3.29552 -1.34517 1.75532
H 3.47156 0.19632 0.02267

16
Properties=species:S:1:pos:R:3 method="wB97M-V/def2-TZVPD" lumo_ha=-0.1290 de_lowest_ev=2.841 total_charge=+1 homo_energy_ha=-0.5074 orbital_gap_ev=10.298
C -1.61030 -0.74595 0.17570
C -0.63021 0.39854 0.16191
N -0.22646 0.82415 -1.22256
C 0.65934 0.04694 0.87524
C 1.71274 -0.95272 0.44162
C 1.95156 0.33021 0.32588
H -1.02631 -1.66978 0.02878
H -2.40068 -0.61843 -0.63637
H -1.94314 -0.92271 1.25698
H -1.14099 1.33568 0.59061
H 0.59548 1.39387 -1.17997
H -1.00532 1.30668 -1.72912
H 0.01458 0.07232 -1.79018
H 0.50809 0.00361 2.10732
H 1.97236 -1.97136 0.52079
H 2.56926 1.16895 0.07336

16
Properties=species:S:1:pos:R:3 method="wB97M-V/def2-TZVPD" lumo_ha=-0.2222 de_lowest_ev=4.149 total_charge=+1 homo_energy_ha=-0.4920 orbital_gap_ev=7.342
C -0.39808 0.52347 0.36540
C -2.87309 0.53872 1.06544
C 0.83558 -0.14718 -0.23032
C 2.09541 0.34866 -0.01367
C 0.55768 -1.37133 -1.00666
N -1.74661 0.04154 0.86680
H -0.54457 1.00772 -0.61168
H -0.01407 1.18991 1.27703
H -3.14010 1.46942 0.62885
H -3.54402 -0.21440 1.40696
H 2.42828 0.55658 1.01265
H 2.03108 1.29744 -0.51650
H 2.81531 -0.03760 -0.64261
H -0.11796 -1.96399 -0.38679
H 1.50470 -1.90544 -1.14189
H 0.11048 -1.33352 -2.07300

17
Properties=species:S:1:pos:R:3 method="wB97M-V/def2-TZVPD" lumo_ha=0.0144 de_lowest_ev=2.558 total_charge=0 homo_energy_ha=-0.3429 orbital_gap_ev=9.722
C 1.21326 -2.48170 0.72387
C 1.84254 -1.04219 0.68814
N 0.82995 -0.02526 0.31746
C 0.13774 -0.18301 -0.75413
C -0.81865 0.89460 -0.89610
N -1.11407 1.57226 0.13543
C -2.05026 2.66867 -0.10679
H 0.46202 -2.37127 1.46840
H 1.69435 -3.42658 0.99703
H 0.72292 -2.54900 -0.21514
H 2.65054 -1.01755 -0.08411
H 2.41358 -0.69400 1.61991
H 0.06034 -1.00301 -1.42340
H -1.38688 0.88282 -1.86948
H -1.37080 3.45954 -0.27285
H -2.66220 2.47458 -1.06366
H -2.62436 2.84111 0.73543

17
Properties=species:S:1:pos:R:3 method="wB97M-V/def2-TZVPD" lumo_ha=0.0300 de_lowest_ev=1.341 total_charge=0 homo_energy_ha=-0.3341 orbital_gap_ev=9.908
H 3.00795 -1.08383 -0.91087
N 2.26632 -1.34129 -0.26357
C 1.13571 -0.87177 -0.53577
C 0.95302 0.24707 -1.81884
N 0.01186 -1.07480 0.15858
C -0.66419 -0.22146 0.82896
C -2.03916 -0.59513 1.28067
C -0.25179 1.19406 0.90450
H 1.34127 -0.34221 -2.64853
H -0.06179 0.50054 -2.13408
H 1.65466 1.06507 -1.65817
H -2.77749 0.09031 0.86397
H -2.09809 -0.52062 2.36676
H -2.27851 -1.60997 0.97376
H 0.73378 1.28829 1.36161
H -0.96820 1.82380 1.42587
H 0.03466 1.45194 -0.19486

17
Properties=species:S:1:pos:R:3 method="wB97M-V/def2-TZVPD" lumo_ha=0.0414 de_lowest_ev=3.474 total_charge=0 homo_energy_ha=-0.3108 orbital_gap_ev=9.583
N -1.06079 0.64653 -1.97297
C -0.61803 -0.17854 -0.86899
C -1.38927 0.24230 0.45510
C -0.29399 0.10901 1.58066
N 0.68509 -0.61206 0.83456
C 2.00567 -0.59608 0.42100
C 0.82962 0.04712 -0.37348
H -0.46624 0.47426 -2.79529
H -0.83410 1.63044 -1.69816
H -0.77423 -1.20191 -1.10506
H -1.85092 1.22218 0.41414
H -2.20485 -0.48210 0.66494
H 0.07133 1.08229 1.96634
H -0.62293 -0.52213 2.43012
H 2.63481 0.18503 0.89034
H 2.51519 -1.51960 0.17552
H 0.95789 1.14737 -0.25982

17
Properties=species:S:1:pos:R:3 method="wB97M-V/def2-TZVPD" lumo_ha=0.0388 de_lowest_ev=2.306 total_charge=0 homo_energy_ha=-0.2853 orbital_gap_ev=8.819
C -1.03597 1.05291 0.34108
C -1.48874 -0.54861 0.30102
N -0.52314 -1.34925 -0.42987
C 0.86801 -0.88977 -0.27222
C 1.28224 -0.19414 0.95065
C 1.16413 0.56978 -0.33901
N 0.02380 1.40483 -0.58626
H -2.01370 1.60124 0.14885
H -0.66836 1.27631 1.38250
H -2.50940 -0.75482 -0.09197
H -1.52082 -0.98105 1.24976
H -0.82108 -1.46149 -1.41685
H 1.53038 -1.67155 -0.72171
H 0.51767 0.05858 1.68312
H 2.38284 -0.42541 1.22617
H 2.10905 0.91398 -0.72572
H -0.24927 1.11412 -1.51031

17
Properties=species:S:1:pos:R:3 method="wB97M-V/def2-TZVPD" lumo_ha=0.0324 de_lowest_ev=3.461 total_charge=0 homo_energy_ha=-0.2976 orbital_gap_ev=8.981
C -1.47721 -0.27664 -1.11692
C -0.67579 -0.63988 0.01083
C -1.32493 0.03881 1.36224
C 0.51586 -1.18858 0.10461
N 1.31573 -2.00041 0.51027
H -1.65403 0.90009 -0.96851
H -1.01921 -0.39956 -2.07180
H -2.48741 -0.70640 -1.02232
H -1.97074 -0.70832 1.67899
H -0.66555 0.25975 2.18623
H -1.96788 0.93784 0.99479
H 2.27792 -1.77391 0.41765
C 1.64449 1.14221 -0.76922
N 2.53025 0.62323 -0.02220
H 0.82695 1.85397 -0.48513
H 1.76686 1.03954 -1.81098
H 2.36470 0.89826 1.00148

17
Properties=species:S:1:pos:R:3 method="wB97M-V/def2-TZVPD" lumo_ha="0.0329 / 0.0329" de_lowest_ev=3.807 total_charge=0 homo_energy_ha="-0.2354 / -0.2354" orbital_gap_ev="7.301 / 7.301"
C 0.61407 1.14363 1.38799
C -0.37094 -1.28211 -1.56712
C 0.59555 0.09590 0.31303
C -0.46019 -0.18772 -0.54190
N 1.83822 -0.49471 0.10703
C -1.58617 0.79291 -0.64635
N -2.03526 -0.04475 0.29030
H 1.86634 -1.35819 -0.41072
H 2.47206 -0.48175 0.89078
H -2.28652 0.37515 1.20325
H -1.48401 1.87829 -0.54868
H -0.35476 1.61056 1.54046
H 0.91804 0.69561 2.34120
H 1.34392 1.92699 1.15832
H 0.31587 -0.99385 -2.36808
H -0.03769 -2.23094 -1.13709
H -1.34856 -1.44503 -2.01242